Version 1
Computed, not measured: a structure of composition C6H14O, with wB97M-V/def2-TZVPD.

Structure (ORCA input):
```
! wB97M-V def2-TZVPD RIJCOSX def2/J DEFGRID3
* xyz 0 1
C 0.42568 -1.17801 -0.16806
H 2.42700 -1.82081 -0.74651
C 1.70140 -1.01410 -0.74394
H 0.20086 -2.17703 0.20406
H -2.78690 1.60063 -0.23893
H -1.19509 -0.80500 -1.53543
H 3.50934 1.41271 -0.01066
O 2.40700 -0.16885 0.73881
H 1.24309 -0.49150 0.84343
H 1.89195 -0.22325 -1.46844
H 2.81928 1.64797 1.60334
C -3.06266 0.56209 -0.01992
H -1.42081 0.19937 1.34221
H -0.43073 0.65476 -0.91810
H 1.76356 1.72684 0.16338
C -1.85049 -0.24650 0.43487
C 2.63016 1.21849 0.61511
H -2.16868 -1.26004 0.71547
C -0.75907 -0.35656 -0.63030
H -3.84156 0.58125 0.74962
H -3.50333 0.13751 -0.93000
*
```

Its HOMO-LUMO gap is 0.333 Eh.

Charges obtained by Mulliken population analysis, quoted in units of e: -0.6428 0.1954 -0.5779 0.4082 0.3090 0.2998 0.2543 -0.5074 0.4689 0.3039 0.2511 -1.2303 0.2869 0.2349 0.2356 -0.2931 -0.5832 0.2938 -0.3771 0.3589 0.3112

Version 2
Computed, not measured: a cluster of 2 separate species, C6H14O in total, with wB97M-V/def2-TZVPD.

Structure (ORCA input):
```
! wB97M-V def2-TZVPD RIJCOSX def2/J DEFGRID3
* xyz 0 1
C 0.82079 0.85301 -2.25356
H 1.51302 1.18698 -3.01221
C -1.76319 -0.02972 0.23329
H -0.11400 1.39038 1.99262
C 1.43749 -0.24985 -1.42743
H 0.14715 2.23076 0.41393
C -0.43642 0.11817 0.25594
H 0.49399 1.69857 -1.65515
H -1.39774 -0.95437 2.78466
H -2.39804 0.72873 0.68128
H -0.11039 -1.62745 -0.95597
H 2.27014 0.08526 -0.80217
H -1.15565 -2.31485 3.53756
H 1.28262 1.11594 1.04911
H -0.04931 0.48814 -2.81427
O -1.81967 -1.70561 3.20980
C 0.22264 1.29285 0.96111
H -2.24718 -0.95176 -0.05341
C 0.46467 -0.86689 -0.41807
H 1.08613 -1.38919 0.30266
H 1.75295 -1.09910 -2.02970
*
```

The SMILES is C=C(C)CCC.O. Its HOMO-LUMO gap is 0.373 Eh.

Charges obtained by Mulliken population analysis, quoted in units of e: -1.0749 0.3895 -1.1177 0.3731 -0.3721 0.3257 0.9075 0.2120 0.3483 0.3263 0.3911 0.2889 0.3086 0.3708 0.2840 -0.6546 -1.3233 0.2892 -0.8505 0.2535 0.3246

Version 3
Computed, not measured: a cluster of 2 separate species, C6H14O in total, with wB97M-V/def2-TZVPD.

Structure (ORCA input):
```
! wB97M-V def2-TZVPD RIJCOSX def2/J DEFGRID3
* xyz 0 1
H 2.67333 2.06259 2.72947
H 2.15476 2.03300 -1.32221
O -7.35322 -0.92580 0.07932
C 2.53401 1.39694 0.68121
C 0.26293 -2.21278 -0.10847
H 1.30623 -2.50186 -0.00560
H 1.04626 0.24748 -2.16623
H -0.33842 -2.54257 0.73663
H -0.05786 -2.93107 -0.86712
H 2.09587 -0.66946 -1.12688
H -0.78003 -0.59408 -1.00329
C 1.65373 1.43820 -0.54666
H 3.53358 0.97668 0.58254
H -6.42791 -1.04842 -0.08555
H -7.58553 -0.00173 -0.04373
H 0.04270 -0.09463 0.51399
H 1.02886 2.07164 1.98384
C 2.08886 1.90230 1.82284
C 0.10928 -0.69828 -0.39436
H 0.72396 2.02054 -0.38238
C 1.28860 0.07132 -1.07735
*
```

The SMILES is C=CCCCC.O. Its HOMO-LUMO gap is 0.385 Eh.

Charges obtained by Mulliken population analysis, quoted in units of e: 0.2699 0.3693 -0.6382 -0.0471 -1.1713 0.3231 0.2626 0.3181 0.3187 0.3710 0.2802 -0.8211 0.3176 0.3172 0.3210 0.2463 0.2273 -0.7379 -0.2447 0.3106 -0.5926

Last place for stability: version 1

Version 1
Computed, not measured: a structure of composition H20O10, with wB97M-V/def2-TZVPD.

Structure (ORCA input):
```
! wB97M-V def2-TZVPD RIJCOSX def2/J DEFGRID3
* xyz 0 1
O 2.25486 1.63449 0.88584
H -2.53408 -0.41678 -1.32900
O -1.82067 -1.01735 -1.54480
O 1.84571 2.31226 -1.12890
H 1.24986 -0.19445 -1.74693
H -2.43253 -1.09310 2.73255
H 1.93457 0.92453 -0.99132
O -1.62883 -2.94956 -0.51514
H -1.41016 -0.80537 1.65373
H -2.56645 -3.12613 -0.43822
H -1.44206 -0.66128 -2.34860
H 2.78700 2.46500 -1.21182
O -0.26359 0.15011 0.23952
H 0.95506 -3.39838 -0.52314
H 0.14106 0.95859 1.45477
H 1.71581 2.11204 -0.20194
O -1.76392 1.59433 -0.35481
H 1.02012 -1.98371 0.01200
H -0.54693 -0.47572 -0.42703
O -2.26922 -1.20294 1.79580
H 3.05645 1.91633 1.32658
H 2.35423 0.68734 0.78957
H -1.02243 1.01499 -0.17929
H 0.60644 0.42819 -0.04677
O 1.16634 -2.50085 -0.78010
H -1.58005 -2.08821 -0.92977
O -0.17834 1.17769 2.33010
H 0.28432 1.98361 2.55962
H -1.41759 2.47593 -0.21676
O 1.50493 0.07846 -0.86563
*
```

Its HOMO-LUMO gap is 0.334 Eh.

Charges obtained by Mulliken population analysis, quoted in units of e: -0.6254 0.2700 -0.6363 -0.7926 0.3117 0.2805 0.3948 -0.6978 0.2648 0.2111 0.2705 0.2988 -0.5199 0.3108 0.5896 0.4406 -0.7866 0.2842 0.0443 -0.5769 0.2852 0.2764 0.5281 0.7302 -0.6196 0.3987 -0.6941 0.2485 0.2346 -0.7242

Version 2
Computed, not measured: a cluster of 10 separate species, H20O10 in total, with wB97M-V/def2-TZVPD.

Structure (ORCA input):
```
! wB97M-V def2-TZVPD RIJCOSX def2/J DEFGRID3
* xyz 0 1
H 0.50265 -2.56861 -1.36392
O 4.41726 -0.95063 2.38068
H 0.23237 0.12504 0.25280
O 1.26349 -2.03361 -1.39134
H 3.94228 -1.68016 1.85210
H -3.13931 3.01730 -1.18643
O 1.48038 2.45585 2.27327
H 5.22209 -1.33034 2.71698
H 1.65310 1.17921 -2.65803
O -0.54154 0.06270 -0.26665
H -2.93833 1.62389 -1.60253
H 2.00189 3.09683 1.82361
H 2.07789 -2.39487 -0.93578
H -2.24102 -3.18813 3.07665
H -1.92178 -1.04192 -5.56146
H -2.04613 1.09339 1.65606
H -3.05463 -2.65486 1.78965
H -2.84223 2.35503 2.00511
O -2.14687 -2.76672 2.22897
O -2.48212 2.39838 -1.15015
H 0.91964 0.47837 2.08096
O -1.86798 -1.83137 -4.96594
H -2.71729 -1.71123 -4.64874
O 0.14556 0.53993 2.67059
H 2.06548 1.91884 2.92520
O 2.48571 1.34594 -3.19082
H -0.26441 -0.61821 -0.99669
H 2.18745 1.26753 -4.04292
H -0.40725 -0.19261 2.50603
O -1.98638 2.00502 1.72272
*
```

The SMILES is O.O.O.O.O.O.O.O.O.O. Its HOMO-LUMO gap is 0.362 Eh.

Charges obtained by Mulliken population analysis, quoted in units of e: 0.3223 -0.6217 0.2139 -0.6380 0.3121 0.2576 -0.6180 0.3120 0.3316 -0.5108 0.2913 0.2847 0.3062 0.3083 0.3192 0.2464 0.3260 0.2679 -0.6314 -0.5373 0.2959 -0.6136 0.2946 -0.5609 0.3442 -0.6224 0.2703 0.2928 0.2866 -0.5300

Last place for stability: version 1

Version 1
Computed, not measured: a cluster of 10 separate species, H20O10 in total, with wB97M-V/def2-TZVPD.

Structure (ORCA input):
```
! wB97M-V def2-TZVPD RIJCOSX def2/J DEFGRID3
* xyz 0 1
H 0.83644 1.15166 -1.54041
H 3.46783 -0.66404 -0.93367
O 0.98873 -2.50269 -0.08925
H 2.48849 -1.56223 -0.08553
H 1.65916 -1.52305 -3.47050
H -1.63179 -0.35255 2.05221
H -2.43353 0.74894 2.67633
H 1.15799 -3.38726 0.24359
O -1.52121 -1.33550 -1.18427
H -1.85742 2.41667 1.65703
O 0.51920 3.63759 0.21226
H -0.27924 0.52717 0.71637
H -0.03650 -0.33600 -0.59630
H -2.21120 3.72865 2.20395
H 0.63449 3.84656 -0.72382
O 3.38070 -1.30202 -0.22726
H -0.34569 3.26120 0.23328
O 0.93094 -1.83165 -2.91438
H -1.99753 -0.62994 -1.57286
H -0.98150 -2.75982 2.20889
H 0.45430 -2.07860 0.56538
H -2.09277 -1.92697 -0.72886
H 0.04016 -1.67347 2.59878
O 1.42107 1.56890 -2.16710
O -2.17212 3.26161 1.35957
O 0.27616 0.45109 -0.05234
O -2.06107 0.46882 1.84397
H 1.16770 -1.67031 -1.98776
O -0.67233 -1.84614 2.00586
H 0.87054 2.31338 -2.30314
*
```

The SMILES is O.O.O.O.O.O.O.O.O.O. Its HOMO-LUMO gap is 0.356 Eh.

Charges obtained by Mulliken population analysis, quoted in units of e: 0.3948 0.3099 -0.5779 0.4557 0.3072 0.3437 0.3440 0.2419 -0.5296 0.3114 -0.5747 0.2543 0.2818 0.3358 0.2857 -0.6631 0.2921 -0.6198 0.2727 0.2853 0.3885 0.2488 0.3184 -0.5807 -0.6136 -0.5872 -0.6704 0.2918 -0.7909 0.2441

Version 2
Computed, not measured: a cluster of 10 separate species, H20O10 in total, with wB97M-V/def2-TZVPD.

Structure (ORCA input):
```
! wB97M-V def2-TZVPD RIJCOSX def2/J DEFGRID3
* xyz 0 1
H 1.06291 3.10147 -0.38543
O 2.48355 -1.57501 2.74287
O -3.40983 0.67349 0.44550
H -0.50956 0.82584 -2.90110
O -2.06772 3.41229 1.12657
H 0.96233 0.71609 -3.23780
H -2.69045 0.74714 1.07264
O 0.29333 2.53503 -0.32963
H -1.44211 2.91742 0.59749
O 0.85647 -3.52717 -2.54208
H -0.11975 0.41388 0.21188
H 2.79318 -0.74424 3.10368
O -0.56115 -2.94432 1.60979
O 0.40814 -0.37685 0.32281
H 0.88920 -0.46169 -0.50036
H -1.73900 1.36206 3.41523
H -2.26017 4.19123 0.60461
H 2.58742 -0.57023 -2.58625
H 1.55628 -4.13790 -2.77339
H 1.85644 -1.32335 2.06492
O 0.35305 1.14684 -2.63825
H -3.48284 1.54676 0.06040
O -1.76722 0.82493 2.62345
H 0.28563 2.05818 -1.15956
O 2.43368 -1.44791 -2.23657
H 1.30778 -2.70300 -2.35962
H 3.22668 -1.93646 -2.45722
H -0.20335 -2.36009 0.94130
H -2.14427 -0.00661 2.91087
H -0.95867 -2.35773 2.25331
*
```

The SMILES is O.O.O.O.O.O.O.O.O.O. Its HOMO-LUMO gap is 0.367 Eh.

Charges obtained by Mulliken population analysis, quoted in units of e: 0.2741 -0.6556 -0.6423 0.3069 -0.6055 0.2792 0.3229 -0.6499 0.3272 -0.6546 0.2695 0.3008 -0.6053 -0.5595 0.3347 0.2556 0.2829 0.2514 0.2755 0.3539 -0.6671 0.3533 -0.5981 0.4105 -0.6198 0.4465 0.2901 0.3372 0.2964 0.2893

Last place for stability: version 1

Version 1
Computed, not measured: a cluster of 10 separate species, H20O10 in total, with wB97M-V/def2-TZVPD.

Structure (ORCA input):
```
! wB97M-V def2-TZVPD RIJCOSX def2/J DEFGRID3
* xyz 0 1
O -2.04833 1.12727 -1.16859
O 2.96609 -2.09914 1.62483
H 2.51261 -1.47840 2.23596
H 0.62409 -0.61900 0.03683
O 0.34863 0.31761 0.17556
O 1.12795 -0.33187 2.80404
H -4.31820 -0.01745 1.70193
O -1.49827 3.95232 -1.21813
H -2.75111 0.73883 -0.62143
H -1.46590 2.98109 -1.13267
H 1.84483 2.54849 0.36403
O -3.92021 -0.17795 0.83831
H 1.26755 3.72769 -0.41912
H -1.58026 4.11798 -2.16238
H 1.63630 -2.96851 -0.93979
O 1.07885 -2.45911 -0.34007
H -2.99077 -0.36524 1.03208
H 0.59931 -0.06647 2.02624
O 3.18494 0.32172 -0.77169
H -1.84915 -3.65804 -0.89044
O -1.54543 -2.78861 -1.18742
H 3.33276 -0.51505 -0.30952
H 2.24724 -2.47613 1.10458
H -0.48470 0.43582 -0.31717
O 2.05302 3.17216 -0.34097
H 0.15804 -2.60894 -0.65628
H -1.98161 -2.65262 -2.03547
H -2.21336 0.79379 -2.05673
H 1.40248 0.49693 3.21262
H 2.26262 0.55084 -0.58914
*
```

The SMILES is O.O.O.O.O.O.O.O.O.O. Its HOMO-LUMO gap is 0.355 Eh.

Charges obtained by Mulliken population analysis, quoted in units of e: -0.6803 -0.6604 0.4087 0.4485 -0.6691 -0.7176 0.3163 -0.6414 0.3459 0.3607 0.2768 -0.6753 0.3309 0.2967 0.3239 -0.7113 0.3255 0.3588 -0.6692 0.3011 -0.6332 0.3611 0.3284 0.3327 -0.6381 0.3147 0.3013 0.2936 0.3197 0.3506

Version 2
Computed, not measured: a cluster of 10 separate species, H20O10 in total, with wB97M-V/def2-TZVPD.

Structure (ORCA input):
```
! wB97M-V def2-TZVPD RIJCOSX def2/J DEFGRID3
* xyz 0 1
H -0.40400 -1.85040 -2.46187
H -0.47200 -0.71240 0.00113
O 1.26200 1.77260 0.19713
H -0.56700 0.03760 1.69813
H -2.68900 0.43360 -1.01887
H -1.11700 1.74260 0.93113
O 0.39700 -0.77040 0.37613
O 3.23000 0.13060 -1.41587
H -0.84700 0.70160 -3.75087
O 2.90500 -0.61940 1.38313
H 2.66900 0.60660 -2.02187
H 2.14000 2.12060 0.24613
H 0.89500 2.30760 -0.50387
H -2.31400 -2.98440 2.71713
O 0.41100 -2.09740 -2.01887
H 0.01200 0.88460 2.87113
H -1.37400 3.17260 1.01613
H -1.30000 0.25660 -2.38387
H -1.48900 -2.86840 1.41413
H -2.69600 -1.04240 -0.92287
O -0.76900 0.47160 2.54113
O -1.84600 2.34860 1.01013
H 2.71300 0.37260 -0.65287
H 0.49700 -1.64740 -1.22287
O -2.12800 -0.30840 -0.72387
H 2.02400 -1.00140 1.30813
O -0.52200 0.60760 -2.82387
O -1.96100 -2.36340 2.08313
H 2.65300 0.15060 1.87913
H 0.68700 0.14760 0.24913
*
```

The SMILES is O.O.O.O.O.O.O.O.O.O. Its HOMO-LUMO gap is 0.379 Eh.

Charges obtained by Mulliken population analysis, quoted in units of e: 0.2666 0.2343 -0.5440 0.3710 0.2991 0.2715 -0.7903 -0.6224 0.3049 -0.6425 0.3176 0.2830 0.2723 0.2711 -0.6262 0.3054 0.2866 0.3113 0.3072 0.2400 -0.6510 -0.5995 0.3174 0.4803 -0.5972 0.3705 -0.5469 -0.5731 0.2955 0.3876

Last place for stability: version 2